(1)
Computed, not measured: a molecular structure, C50H69N5O4Ta, with wB97M-V/def2-TZVPD.

Structure (XYZ):
```
129
Properties=species:S:1:pos:R:3
Ta -1.14 1.35 0.20
C -4.19 1.16 -1.15
O -2.83 0.69 -0.92
C -2.40 -0.36 -1.83
C -2.56 -1.67 -1.38
C -3.12 -2.01 -0.01
C -2.04 -2.37 0.99
C -2.11 -3.51 1.78
C -1.07 -3.89 2.63
C 0.10 -3.13 2.60
C 0.24 -1.99 1.82
C 1.60 -1.35 1.62
C 1.74 0.16 1.66
C 2.03 0.81 2.84
C 2.26 2.20 2.90
C 2.20 2.91 1.72
C 1.96 2.30 0.48
C 2.12 3.21 -0.74
C 1.66 2.75 -2.10
C 2.48 2.73 -3.23
C 2.01 2.29 -4.47
C 0.67 1.88 -4.56
C -0.18 1.89 -3.47
C -1.62 1.42 -3.54
C -1.81 0.00 -3.03
C -1.35 -1.06 -3.82
C -1.48 -2.39 -3.44
C -2.10 -2.66 -2.22
C -0.96 -3.54 -4.30
C -0.31 -3.04 -5.60
C -2.13 -4.46 -4.65
C 0.10 -4.31 -3.50
C 0.35 2.35 -2.28
O -0.44 2.36 -1.15
C 2.90 2.24 -5.71
C 4.31 2.75 -5.43
C 2.99 0.78 -6.18
C 2.28 3.10 -6.81
C 1.68 0.92 0.46
O 1.45 0.26 -0.72
C 2.63 -0.16 -1.43
C 2.64 2.85 4.23
C 4.00 2.28 4.67
C 2.75 4.37 4.12
C 1.58 2.51 5.29
C -0.88 -1.61 1.09
O -0.84 -0.42 0.41
C -1.15 -5.12 3.53
C -0.04 -6.11 3.14
C -0.94 -4.66 4.99
C -2.50 -5.83 3.43
H -4.78 0.30 -1.46
H -4.19 1.91 -1.95
H -4.57 1.57 -0.22
H -3.76 -2.89 -0.13
H -3.77 -1.22 0.38
H -3.00 -4.12 1.72
H 0.95 -3.45 3.19
H 1.97 -1.71 0.66
H 2.27 -1.76 2.38
H 2.15 0.21 3.74
H 2.39 3.97 1.72
H 3.18 3.48 -0.80
H 1.60 4.14 -0.51
H 3.51 3.05 -3.12
H 0.29 1.55 -5.52
H -1.95 1.45 -4.58
H -2.25 2.12 -2.99
H -0.89 -0.81 -4.77
H -2.21 -3.69 -1.90
H -1.03 -2.50 -6.23
H 0.04 -3.90 -6.17
H 0.55 -2.40 -5.41
H -2.91 -3.93 -5.20
H -2.58 -4.91 -3.76
H -1.77 -5.28 -5.28
H 0.94 -3.67 -3.24
H 0.48 -5.14 -4.10
H -0.31 -4.73 -2.58
H 4.83 2.14 -4.68
H 4.31 3.79 -5.10
H 4.89 2.70 -6.35
H 3.44 0.15 -5.41
H 3.62 0.72 -7.07
H 2.01 0.37 -6.43
H 2.17 4.14 -6.49
H 1.29 2.74 -7.12
H 2.92 3.08 -7.69
H 3.35 0.66 -1.50
H 2.30 -0.43 -2.43
H 3.09 -1.01 -0.93
H 4.77 2.50 3.93
H 3.96 1.20 4.82
H 4.30 2.73 5.62
H 3.54 4.67 3.44
H 3.00 4.78 5.10
H 1.81 4.83 3.80
H 1.55 1.44 5.51
H 0.58 2.84 4.97
H 1.82 3.01 6.22
H 0.96 -5.69 3.28
H -0.14 -6.42 2.10
H -0.11 -7.00 3.77
H 0.03 -4.20 5.13
H -1.01 -5.52 5.65
H -1.72 -3.95 5.28
H -2.67 -6.21 2.42
H -3.33 -5.18 3.71
H -2.51 -6.68 4.11
C -0.92 0.40 4.79
N -1.70 1.62 4.50
C -2.40 2.19 5.66
C -1.78 2.04 3.26
N -1.01 1.56 2.29
N -2.71 3.02 2.95
C -2.97 3.54 1.71
N -3.76 4.61 1.68
N -2.47 2.99 0.62
H -1.04 0.17 5.85
H 0.14 0.56 4.60
H -1.30 -0.43 4.20
H -1.66 2.39 6.44
H -3.14 1.48 6.03
H -2.89 3.14 5.45
H -0.26 0.97 2.67
H -3.27 3.37 3.71
H -4.04 5.10 2.51
H -4.03 5.03 0.80
H -2.68 3.54 -0.21
```

The spin multiplicity is 1. Its total energy is -2577.74834 hartree. As for the charge: +3.

Atom charges from the Löwdin analysis, given in e for atoms 1 to 99: 1.99 0.02 -0.32 -0.19 -0.13 -0.04 -0.12 0.05 -0.14 0.03 -0.12 -0.03 -0.14 0.00 -0.14 0.04 -0.12 -0.04 -0.15 0.04 -0.13 0.04 -0.12 -0.05 -0.11 0.06 -0.12 0.06 -0.55 -0.05 -0.03 -0.03 -0.23 -0.22 -0.56 -0.06 -0.03 -0.03 -0.27 -0.17 0.01 -0.54 -0.02 -0.05 -0.04 -0.21 -0.23 -0.56 -0.03 -0.04 -0.06 0.12 0.11 0.09 0.14 0.12 0.12 0.12 0.13 0.14 0.13 0.12 0.15 0.14 0.12 0.13 0.14 0.11 0.12 0.14 0.09 0.10 0.08 0.10 0.08 0.10 0.09 0.10 0.08 0.09 0.09 0.10 0.09 0.10 0.08 0.10 0.08 0.10 0.10 0.11 0.10 0.10 0.09 0.10 0.10 0.10 0.09 0.07 0.08

***

(2)
Computed, not measured: 10 unconnected molecules or ions with the total composition C50H70O30, with wB97M-V/def2-TZVPD.

Structure (XYZ):
```
150
Properties=species:S:1:pos:R:3
C -2.50 2.08 -0.49
O -1.68 1.08 -1.06
C -0.38 1.66 -0.98
C 0.70 0.59 -1.15
O 0.85 -0.34 -0.11
C 2.05 -1.09 -0.12
H -2.17 2.30 0.52
H -3.57 1.87 -0.53
H -2.33 3.03 -1.01
H -0.04 2.14 -0.06
H -0.33 2.47 -1.70
H 1.66 0.98 -1.52
H 0.38 -0.14 -1.90
H 2.90 -0.50 0.22
H 2.23 -1.65 -1.04
H 1.96 -1.90 0.60
C 10.00 -0.82 -1.24
O 10.80 -2.00 -1.72
C 10.52 -3.21 -1.09
C 10.68 -3.22 0.50
O 11.96 -2.72 0.97
C 12.05 -2.91 2.40
H 10.08 0.12 -1.78
H 10.46 -0.57 -0.28
H 8.93 -1.05 -1.16
H 11.32 -3.88 -1.41
H 9.60 -3.74 -1.34
H 10.58 -4.27 0.78
H 9.85 -2.73 1.01
H 13.08 -2.66 2.63
H 11.77 -3.90 2.76
H 11.38 -2.15 2.80
C -12.89 8.29 2.30
O -11.94 7.60 1.45
C -12.04 6.18 1.36
C -10.90 5.30 1.79
O -9.77 5.29 0.95
C -9.10 6.43 0.64
H -13.91 8.06 1.98
H -12.71 9.36 2.24
H -12.84 7.79 3.27
H -12.19 6.02 0.29
H -13.01 5.89 1.76
H -11.42 4.36 1.94
H -10.62 5.72 2.76
H -8.52 6.74 1.51
H -9.80 7.16 0.25
H -8.39 6.13 -0.14
C -4.43 4.32 6.04
O -4.88 3.18 5.40
C -6.31 2.99 5.49
C -6.62 1.63 4.84
O -7.98 1.33 5.22
C -8.47 0.21 4.48
H -5.06 5.13 5.65
H -3.40 4.51 5.72
H -4.60 4.29 7.11
H -6.80 3.73 4.86
H -6.69 2.97 6.51
H -5.99 0.85 5.28
H -6.49 1.74 3.77
H -9.52 -0.07 4.63
H -7.87 -0.68 4.64
H -8.35 0.44 3.42
C 0.17 4.35 -11.14
O -0.95 3.56 -10.72
C -0.65 2.13 -10.67
C -1.70 1.54 -9.75
O -1.48 1.90 -8.42
C -2.62 1.61 -7.68
H 0.22 4.18 -12.22
H 1.08 3.89 -10.76
H 0.15 5.42 -10.97
H 0.32 1.80 -10.28
H -0.69 1.69 -11.67
H -1.63 0.46 -9.89
H -2.64 2.01 -10.06
H -3.19 2.53 -7.75
H -2.35 1.43 -6.64
H -3.30 0.80 -7.97
C 4.49 5.68 -7.03
C 4.82 7.02 -7.22
C 3.79 8.12 -7.31
O 3.91 9.31 -7.76
C 2.46 7.58 -6.88
C 2.12 6.27 -6.79
C 3.12 5.20 -6.92
O 2.85 4.02 -6.71
O 0.85 5.90 -6.56
O 6.11 7.43 -7.24
H 5.24 4.93 -6.84
H 1.72 8.33 -6.65
H 0.71 5.00 -6.85
H 6.24 8.37 -7.38
C 3.75 -4.65 -5.29
C 4.35 -3.61 -5.89
C 3.62 -2.76 -6.83
O 4.09 -1.75 -7.36
C 2.26 -3.15 -7.13
C 1.67 -4.07 -6.37
C 2.31 -4.82 -5.28
O 1.70 -5.62 -4.54
O 0.35 -4.44 -6.55
O 5.70 -3.33 -5.76
H 4.38 -5.10 -4.54
H 1.81 -2.55 -7.91
H -0.07 -4.79 -5.77
H 5.99 -2.72 -6.44
C 6.28 -7.08 6.75
C 5.98 -7.15 8.04
C 6.15 -6.00 8.97
O 6.39 -6.01 10.17
C 6.11 -4.71 8.28
C 6.23 -4.61 6.90
C 6.44 -5.82 5.99
O 6.76 -5.74 4.82
O 5.95 -3.34 6.37
O 5.77 -8.32 8.73
H 6.25 -7.97 6.12
H 5.88 -3.79 8.80
H 5.85 -3.27 5.42
H 5.76 -9.07 8.13
C 0.32 -3.48 7.86
C 0.14 -2.81 9.00
C -0.25 -1.39 9.04
O -0.48 -0.72 10.05
C -0.35 -0.76 7.70
C -0.11 -1.42 6.56
C 0.35 -2.88 6.51
O 0.60 -3.49 5.50
O -0.07 -0.70 5.43
O 0.33 -3.42 10.21
H 0.66 -4.50 7.80
H -0.65 0.27 7.64
H 0.04 -1.27 4.66
H 0.35 -2.70 10.85
C -2.91 -6.76 0.83
C -3.27 -7.26 2.06
C -3.83 -6.53 3.21
O -4.18 -7.05 4.31
C -3.80 -5.14 2.95
C -3.43 -4.52 1.82
C -2.94 -5.28 0.56
O -2.58 -4.80 -0.55
O -3.32 -3.18 1.81
O -3.24 -8.63 2.36
H -2.66 -7.43 0.01
H -4.10 -4.44 3.71
H -3.06 -2.80 0.97
H -3.68 -8.87 3.18
```

The spin multiplicity is 1. As for the energy above the lowest of the compared OMol25 structures with the same formula, charge and spin: 413.2 kJ/mol. Its total energy is -4203.86947 hartree. Its SMILES is O=C1C=C(O)C(=O)C=C1O.O=C1C=C(O)C(=O)C=C1O.O=C1C=C(O)C(=O)C=C1O.O=C1C=C(O)C(=O)C=C1O.O=C1C=C(O)C(=O)C=C1O.COCCOC.COCCOC.COCCOC.COCCOC.COCCOC.

Atom charges from the Löwdin analysis, given in e for atoms 1 to 99: -0.14 -0.15 -0.21 -0.22 -0.19 -0.11 0.09 0.09 0.08 0.12 0.13 0.12 0.12 0.09 0.09 0.08 -0.04 -0.18 -0.21 -0.20 -0.20 -0.10 0.08 0.08 0.08 0.12 0.11 0.11 0.11 0.09 0.08 0.08 -0.08 -0.22 -0.22 -0.20 -0.18 -0.12 0.08 0.09 0.08 0.13 0.12 0.13 0.13 0.09 0.09 0.09 -0.13 -0.20 -0.18 -0.19 -0.20 -0.11 0.08 0.09 0.09 0.12 0.13 0.13 0.12 0.09 0.08 0.08 -0.10 -0.19 -0.18 -0.23 -0.17 -0.14 0.08 0.08 0.09 0.12 0.12 0.13 0.13 0.09 0.09 0.09 0.08 -0.20 -0.25 0.06 0.07 -0.24 -0.34 0.11 0.11 0.10 0.13 0.13 0.11 0.12 0.08 -0.20 -0.33 0.11 0.08

***

(3)
Computed, not measured: 15 unconnected molecules or ions with the total composition C50H73F24N3O28, with wB97M-V/def2-TZVPD.

Structure (XYZ):
```
178
Properties=species:S:1:pos:R:3
C -0.55 0.08 -1.16
C -0.41 1.06 0.04
O 0.90 1.51 0.26
C 1.74 0.75 1.10
O 1.42 -0.38 1.51
C 3.07 1.44 1.37
F 2.97 2.72 0.97
F 3.53 1.39 2.62
F 3.99 0.83 0.62
H -0.46 0.62 -2.11
H -1.49 -0.48 -1.16
H 0.21 -0.69 -1.14
H -0.74 0.52 0.93
H -1.06 1.93 -0.03
C -1.36 -4.26 -1.26
C -1.03 -5.04 0.00
O -2.11 -5.89 0.39
C -2.18 -6.42 1.59
O -1.39 -6.13 2.48
C -3.43 -7.38 1.76
F -4.20 -7.06 2.83
F -4.19 -7.34 0.61
F -3.07 -8.66 1.95
H -1.13 -4.84 -2.16
H -0.69 -3.40 -1.33
H -2.32 -3.75 -1.36
H -0.77 -4.30 0.76
H -0.15 -5.68 -0.09
C -3.35 7.93 -2.04
C -2.23 6.89 -1.78
O -2.58 5.69 -2.45
C -2.09 4.52 -2.01
O -1.36 4.38 -1.01
C -2.56 3.31 -2.90
F -3.05 2.42 -2.12
F -3.39 3.60 -3.89
F -1.49 2.78 -3.43
H -3.01 8.94 -1.81
H -4.26 7.64 -1.51
H -3.59 7.93 -3.10
H -2.08 6.68 -0.72
H -1.25 7.20 -2.16
C 7.15 -0.36 1.33
C 7.91 -1.27 2.30
O 8.18 -0.58 3.46
C 7.28 -0.53 4.47
O 6.18 -1.07 4.46
C 7.77 0.25 5.70
F 7.30 1.48 5.49
F 7.25 -0.33 6.77
F 9.13 0.27 5.70
H 6.11 -0.22 1.62
H 7.17 -0.70 0.29
H 7.66 0.60 1.23
H 8.80 -1.43 1.70
H 7.30 -2.15 2.51
C -2.38 -3.68 -4.81
C -3.50 -2.98 -3.93
O -4.15 -1.89 -4.59
C -3.59 -0.70 -4.50
O -2.51 -0.43 -3.96
C -4.45 0.39 -5.14
F -5.57 0.01 -5.70
F -4.74 1.30 -4.21
F -3.74 1.01 -6.11
H -2.83 -4.16 -5.68
H -1.77 -4.47 -4.37
H -1.65 -2.92 -5.09
H -3.03 -2.77 -2.97
H -4.22 -3.77 -3.75
C -7.29 4.64 -0.17
C -5.87 4.88 -0.70
O -4.90 4.34 0.24
C -4.10 5.26 0.83
O -4.23 6.47 0.86
C -3.03 4.52 1.68
F -1.82 5.12 1.56
F -3.35 4.56 3.01
F -2.97 3.28 1.28
H -8.15 4.71 -0.84
H -7.57 5.34 0.62
H -7.35 3.66 0.30
H -5.53 5.85 -1.07
H -5.89 4.26 -1.60
C -2.50 -4.79 6.30
C -3.21 -4.67 4.94
O -2.53 -3.71 4.09
C -3.16 -3.21 2.94
O -4.34 -3.54 2.56
C -2.42 -2.05 2.30
F -2.55 -2.20 0.94
F -3.10 -0.94 2.70
F -1.22 -1.82 2.71
H -2.96 -5.56 6.91
H -2.67 -3.86 6.86
H -1.44 -5.05 6.22
H -4.25 -4.42 5.12
H -3.19 -5.65 4.45
C 1.89 4.89 -2.29
C 1.77 3.35 -2.27
O 2.90 2.93 -2.98
C 3.31 1.62 -2.89
O 2.54 0.68 -2.49
C 4.73 1.29 -3.33
F 5.26 2.42 -3.86
F 5.48 1.01 -2.32
F 4.67 0.25 -4.22
H 1.97 5.24 -3.32
H 2.73 5.25 -1.70
H 1.04 5.36 -1.79
H 0.90 2.86 -2.72
H 1.86 3.00 -1.25
C 1.23 -7.08 -3.61
O 1.16 -5.64 -3.74
C 2.19 -4.91 -3.23
O 3.30 -5.35 -2.90
O 1.77 -3.66 -3.18
C 2.67 -2.68 -2.70
H 1.08 -7.46 -2.60
H 2.21 -7.56 -3.63
H 0.56 -7.53 -4.35
H 2.79 -2.66 -1.62
H 2.23 -1.71 -2.90
H 3.63 -2.66 -3.20
C 2.13 0.87 5.51
O 1.62 2.08 4.96
C 0.40 2.21 4.45
O -0.03 3.23 3.89
O -0.37 1.06 4.76
C -1.73 1.13 4.40
H 3.19 0.94 5.76
H 2.03 -0.08 4.98
H 1.59 0.64 6.43
H -2.19 0.20 4.73
H -1.85 1.16 3.32
H -2.23 2.00 4.82
C 5.69 -3.77 -1.11
O 5.20 -2.83 -0.27
C 4.48 -3.20 0.80
O 4.05 -4.30 1.12
O 4.35 -2.13 1.56
C 3.65 -2.19 2.80
H 4.96 -4.55 -1.33
H 6.61 -4.19 -0.69
H 5.90 -3.24 -2.03
H 3.57 -1.30 3.43
H 4.00 -2.96 3.50
H 2.59 -2.42 2.70
C -4.70 -0.23 -0.89
O -4.53 -1.62 -0.97
C -5.59 -2.37 -1.20
O -6.76 -1.99 -1.37
O -5.19 -3.70 -1.03
C -6.13 -4.73 -0.73
H -3.79 0.32 -0.65
H -5.48 -0.12 -0.13
H -5.14 0.18 -1.80
H -6.54 -4.50 0.25
H -5.70 -5.73 -0.79
H -6.91 -4.71 -1.49
C 2.36 6.03 1.38
C 1.26 6.78 0.78
N 0.42 7.35 0.30
H 2.25 5.79 2.44
H 3.20 6.71 1.33
H 2.34 5.06 0.88
C 6.54 4.42 3.67
C 5.88 4.39 2.37
N 5.38 4.39 1.35
H 5.84 4.47 4.50
H 7.28 5.22 3.70
H 6.86 3.39 3.78
C -0.59 1.42 -5.71
C 0.57 2.16 -6.19
N 1.51 2.81 -6.53
H -0.30 0.95 -4.77
H -0.69 0.67 -6.50
H -1.38 2.17 -5.70
```

The spin multiplicity is 1. Its total energy is -6616.74514 hartree.

Atom charges from the Löwdin analysis, given in e for atoms 1 to 99: -0.03 -0.19 -0.02 -0.24 0.12 -0.54 0.14 0.18 0.17 0.05 0.06 0.07 0.10 0.10 -0.04 -0.17 0.04 -0.35 0.14 -0.45 0.15 0.12 0.15 0.06 0.08 0.06 0.12 0.14 -0.04 -0.20 0.02 -0.29 0.10 -0.61 0.20 0.19 0.16 0.08 0.05 0.08 0.09 0.12 -0.06 -0.21 0.03 -0.33 0.14 -0.54 0.16 0.20 0.15 0.05 0.08 0.08 0.13 0.13 -0.03 -0.18 0.07 -0.35 0.12 -0.55 0.21 0.16 0.15 0.07 0.06 0.07 0.09 0.12 -0.05 -0.17 0.02 -0.35 0.15 -0.53 0.14 0.14 0.18 0.08 0.07 0.08 0.11 0.12 -0.05 -0.20 0.00 -0.25 0.10 -0.54 0.14 0.14 0.22 0.08 0.07 0.08 0.13 0.10 -0.03